Entry 1:
The following is a DFT calculation (ωB97M-V with the def2-TZVPD basis set) of 2 unconnected molecules or ions with the total composition C3H3N3O.

XYZ file:
```
10
Properties=species:S:1:pos:R:3:forces:R:3
O -1.436 -2.317 0.943 0.2 0.9 -0.3
C -1.296 -1.255 0.583 -0.6 -1.6 0.6
N 1.248 -0.577 -0.712 0.1 0.4 -0.3
C 0.330 0.167 -1.233 0.1 -0.3 0.0
N -0.193 1.098 -0.338 0.1 -0.3 0.1
C 0.591 0.835 0.784 0.2 -0.2 0.2
N 1.419 -0.140 0.607 0.1 0.4 0.0
H -1.111 0.690 -0.082 -0.2 1.2 -0.4
H -0.031 0.096 -2.251 0.0 -0.1 0.2
H 0.478 1.404 1.698 0.0 -0.2 -0.1
```
Positions in Å, forces in eV/Å.

Values from the calculation:
gap between HOMO and LUMO = 11.22 eV
LUMO level = 0.69 eV
HOMO = -10.5 eV
molecular weight = 97.08 g/mol
charge = 0
ΔE to the lowest compared entry with this formula, charge and spin = 1.8588 eV
energy = -355.57158 Eh

Entry 2:
The following is a DFT calculation (ωB97M-V with the def2-TZVPD basis set) of 2 unconnected molecules or ions with the total composition C8H14N2.

XYZ file:
```
24
Properties=species:S:1:pos:R:3:forces:R:3
C -0.299 0.079 2.716 -0.1 -0.2 -2.3
C -1.557 -1.603 3.105 1.2 2.4 -3.8
C -0.624 -0.453 1.410 0.5 0.9 1.7
C -0.173 0.248 -1.979 -0.9 2.3 1.9
C 1.847 -0.935 -0.933 -0.5 2.5 -2.4
C 1.482 1.598 -0.539 -3.8 3.2 -0.9
C -2.142 -2.401 0.751 0.2 4.0 -1.1
C 0.982 0.363 -0.984 -0.9 -4.5 -1.5
N -0.925 -0.625 3.672 -0.1 -0.8 1.0
N -1.474 -1.503 1.687 0.4 -0.2 1.9
H 0.287 0.917 3.074 0.1 0.0 -0.8
H -2.151 -2.305 3.508 -1.9 -2.3 1.6
H 0.108 0.048 -2.982 0.7 -0.3 -1.0
H -0.748 -0.571 -1.594 -0.6 -0.4 -0.2
H -0.841 1.196 -2.022 1.1 -1.5 0.3
H 2.644 -0.721 -0.272 1.1 -0.2 0.6
H 1.289 -1.760 -0.581 -0.6 -0.9 0.1
H 2.227 -1.082 -2.031 -0.5 0.0 1.9
H 0.647 1.831 0.196 1.1 0.5 -0.3
H 2.389 1.591 -0.068 2.3 0.1 1.1
H 1.333 2.412 -1.357 0.6 -1.2 1.3
H -2.045 -1.907 -0.243 -0.4 -0.4 0.6
H -1.670 -3.278 0.663 2.0 -3.4 -0.1
H -3.155 -2.605 0.965 -1.2 0.2 0.5
```
Positions in Å, forces in eV/Å.

Values from the calculation:
gap between HOMO and LUMO (alpha / beta) = 7.88 / 6.01 eV
LUMO level (alpha / beta) = 0.18 / -1.20 eV
HOMO (alpha / beta) = -7.7 / -7.2 eV
molecular weight = 138.21 g/mol
charge = 0
ΔE to the lowest compared entry with this formula, charge and spin = 5.9677 eV
energy = -422.52582 Eh

Entry 3:
The following is a DFT calculation (ωB97M-V with the def2-TZVPD basis set) of a molecular structure, C3H3N2O.

XYZ file:
```
9
Properties=species:S:1:pos:R:3:forces:R:3
C 3.347 0.615 0.007 -2.4 0.3 0.8
C 1.505 0.081 -0.008 -0.3 0.6 0.8
C 0.031 0.032 -0.049 -1.1 1.5 -0.2
N 2.226 1.186 0.198 0.8 0.8 -0.8
N 3.744 -0.547 -0.063 0.1 -1.6 -0.4
O 2.301 -1.010 -0.107 1.1 0.1 -0.3
H -0.440 -0.754 0.556 0.5 -0.5 -0.7
H -0.327 0.107 -1.146 0.5 -0.4 1.8
H -0.362 0.949 0.510 0.8 -0.8 -1.0
```
Positions in Å, forces in eV/Å.

Values from the calculation:
gap between HOMO and LUMO = 8.31 eV
LUMO level = -9.56 eV
HOMO = -17.9 eV
molecular weight = 83.07 g/mol
charge = +1
ΔE to the lowest compared entry with this formula, charge and spin = 5.8706 eV
energy = -300.35365 Eh

Entry 4:
The following is a DFT calculation (ωB97M-V with the def2-TZVPD basis set) of a single C5H7NO molecule.

XYZ file:
```
14
Properties=species:S:1:pos:R:3:forces:R:3
N 1.092 0.941 -1.285 -0.3 0.6 -0.7
C 0.323 -0.052 -0.997 1.2 0.1 -0.9
O -0.812 -0.494 -1.703 0.2 -0.1 -0.1
C -1.661 -0.620 -0.561 0.1 -0.1 0.2
C -0.639 -0.263 0.530 0.1 -0.2 0.8
C 0.215 -1.377 1.053 -0.6 -0.7 0.4
C 1.046 -0.912 -0.043 -0.2 -0.2 0.3
H 1.259 0.942 -2.285 -0.3 0.6 -0.4
H -2.060 -1.638 -0.469 0.1 0.1 0.0
H -2.497 0.093 -0.618 0.3 -0.1 0.0
H -0.853 0.582 1.175 0.4 0.1 -0.2
H -0.157 -2.377 0.917 -0.5 -0.5 0.3
H 0.676 -1.225 2.026 -0.2 -0.1 0.1
H 2.089 -0.644 0.104 -0.3 0.4 0.1
```
Positions in Å, forces in eV/Å.

Values from the calculation:
gap between HOMO and LUMO (alpha / beta) = 8.10 / 8.09 eV
LUMO level (alpha / beta) = 0.04 / 0.03 eV
HOMO (alpha / beta) = -8.1 / -8.1 eV
molecular weight = 97.12 g/mol
charge = 0
ΔE to the lowest compared entry with this formula, charge and spin = 5.4885 eV
energy = -324.52277 Eh

Entry 5:
The following is a DFT calculation (ωB97M-V with the def2-TZVPD basis set) of 3 unconnected molecules or ions with the total composition C28H56N7O5P3.

XYZ file:
```
99
Properties=species:S:1:pos:R:3:forces:R:3
C -1.685 -4.043 -4.876 -0.2 -0.1 0.3
C -0.702 -4.416 -3.650 0.6 0.2 -0.2
C -0.047 -3.047 -3.050 0.7 -1.0 -1.3
C 1.282 -3.373 -2.198 0.1 0.3 -0.1
C 1.796 -2.166 -1.288 0.6 1.1 2.5
C 2.053 -2.281 0.127 -0.5 0.2 -3.1
N 1.787 -3.613 0.715 1.6 1.9 -0.4
C 2.619 -1.051 1.007 -0.3 -1.3 2.4
O 2.774 -1.323 2.245 -0.3 1.5 -4.4
C 2.893 0.360 0.358 0.4 2.9 -2.1
C 3.435 1.613 1.109 -1.2 1.0 -2.0
P 3.886 1.536 2.936 0.8 -1.2 0.1
C 2.369 1.184 4.022 0.0 0.4 0.5
C 4.634 3.152 3.573 -0.4 1.3 0.2
C 3.649 3.010 0.396 -1.3 -2.5 -2.6
C 3.317 3.206 -1.100 -0.1 -4.0 2.9
C 2.807 1.932 -1.877 0.3 0.2 2.1
O 2.513 2.165 -3.277 1.9 -1.0 2.3
C 2.600 0.541 -1.188 0.7 1.7 1.6
C 2.091 -0.748 -1.997 -0.1 -0.2 -2.2
O 1.952 -0.669 -3.248 0.5 -0.2 4.0
H -1.257 -4.395 -5.890 -0.8 0.6 1.7
H -1.806 -2.897 -4.910 0.0 -1.9 -0.1
H -2.729 -4.520 -4.724 1.7 0.8 -0.4
H -1.216 -5.034 -2.824 0.6 1.1 -1.2
H 0.147 -5.089 -4.059 -1.2 1.1 0.7
H 0.316 -2.473 -3.987 -0.9 -0.6 1.7
H -0.850 -2.475 -2.475 1.3 -0.6 -0.7
H 2.160 -3.632 -2.909 -1.5 0.5 0.9
H 1.068 -4.341 -1.619 0.4 1.7 -0.4
H 2.002 -3.637 1.721 0.0 0.2 -0.7
H 2.425 -4.258 0.204 -0.8 0.4 0.8
H 1.432 1.030 3.391 1.3 0.1 1.0
H 2.644 0.272 4.672 -0.7 1.3 -1.3
H 2.262 2.069 4.744 -0.1 -1.2 -1.1
H 4.574 3.166 4.730 0.0 -0.4 -1.9
H 5.742 3.275 3.284 -1.8 -0.4 0.3
H 4.040 4.067 3.222 0.9 -1.0 0.5
H 4.051 3.894 1.007 -0.7 -1.6 -1.0
H 3.465 4.225 -1.589 -0.4 -1.8 0.5
H 3.345 1.849 -3.719 -1.3 0.3 0.2
O 3.048 2.799 7.399 1.4 3.5 -2.1
P 3.033 3.817 8.558 -2.1 -6.5 3.9
N 4.181 2.938 9.482 1.2 -0.7 0.1
C 4.224 2.789 10.925 -0.2 0.6 0.2
C 5.551 3.082 8.986 -0.1 -0.1 -0.5
N 1.421 3.384 9.004 -1.4 -0.1 0.6
C 1.146 2.046 9.520 0.4 -0.2 0.1
C 0.453 3.679 7.943 0.2 0.3 0.0
N 3.011 5.068 9.837 0.5 2.8 -1.8
C 1.948 5.236 10.824 -0.7 -0.3 -0.1
C 3.317 6.384 9.254 0.4 0.2 0.2
H 4.618 3.681 11.429 0.0 0.0 0.1
H 4.866 1.946 11.199 0.0 0.1 -0.3
H 3.251 2.559 11.355 -0.1 0.1 -0.1
H 5.978 4.048 9.282 0.2 0.0 0.1
H 5.582 3.023 7.894 -0.1 0.0 0.1
H 6.197 2.282 9.358 -0.1 0.1 0.1
H 1.593 1.256 8.906 0.0 0.0 0.0
H 0.070 1.860 9.585 0.0 0.3 -0.2
H 1.511 1.941 10.542 0.2 0.0 0.0
H 0.482 2.931 7.143 0.0 0.1 0.0
H 0.658 4.657 7.496 0.0 0.0 0.0
H -0.564 3.718 8.345 0.1 0.0 0.1
H 1.009 5.576 10.376 0.0 0.0 0.1
H 2.248 5.977 11.573 0.4 0.1 -0.3
H 1.760 4.318 11.382 0.0 0.0 -0.3
H 2.485 6.750 8.643 0.0 0.2 0.1
H 4.203 6.316 8.612 0.0 -0.1 -0.1
H 3.541 7.124 10.028 -0.1 -0.1 0.0
O -3.466 -2.966 -7.488 1.9 2.9 -2.4
P -4.582 -2.622 -8.494 -3.7 -5.0 4.7
N -5.648 -2.050 -7.276 -0.3 0.7 1.2
C -7.091 -2.188 -7.232 -0.2 0.0 -0.6
C -5.288 -0.723 -6.774 0.6 -0.1 0.1
N -4.875 -4.289 -8.839 -0.4 -1.4 -0.6
C -5.405 -5.163 -7.796 -0.1 0.3 0.4
C -3.711 -4.945 -9.444 0.0 0.3 -0.2
N -5.809 -2.190 -9.723 1.8 1.8 -2.1
C -6.676 -3.144 -10.409 0.2 -0.7 0.0
C -5.216 -1.294 -10.728 -0.2 0.5 0.0
H -7.602 -1.482 -7.899 -0.1 0.0 0.0
H -7.457 -2.004 -6.216 0.3 0.1 0.0
H -7.428 -3.193 -7.480 0.1 0.0 -0.2
H -5.593 0.061 -7.479 -0.2 0.2 0.1
H -4.208 -0.637 -6.627 -0.1 -0.1 -0.1
H -5.751 -0.524 -5.804 -0.1 -0.1 -0.1
H -4.866 -5.063 -6.847 0.0 -0.1 0.0
H -5.366 -6.213 -8.101 0.2 0.2 -0.2
H -6.462 -4.962 -7.620 0.0 0.1 0.1
H -2.944 -5.186 -8.701 0.0 0.1 0.0
H -3.255 -4.297 -10.200 0.0 0.0 0.0
H -4.006 -5.869 -9.951 -0.1 0.1 0.1
H -6.123 -3.801 -11.088 -0.1 -0.1 0.0
H -7.426 -2.607 -11.001 0.3 0.4 0.1
H -7.243 -3.758 -9.709 0.3 0.0 0.0
H -4.511 -1.832 -11.372 -0.1 0.1 -0.2
H -4.671 -0.482 -10.235 0.1 -0.1 0.0
H -5.983 -0.828 -11.353 0.0 -0.1 0.0
```
Positions in Å, forces in eV/Å.

Values from the calculation:
gap between HOMO and LUMO = 6.09 eV
LUMO level = -1.19 eV
HOMO = -7.3 eV
molecular weight = 663.72 g/mol
charge = 0
ΔE to the lowest compared entry with this formula, charge and spin = 12.4985 eV
SMILES = CCCCC1=C(N)C(=O)c2c(P(C)C)ccc(O)c2C1=O.CN(C)P(=O)(N(C)C)N(C)C.CN(C)P(=O)(N(C)C)N(C)C
energy = -2883.54705 Eh

Entry 6:
The following is a DFT calculation (ωB97M-V with the def2-TZVPD basis set) of a molecular structure, C2H4AsCl4F6NiO4P.

XYZ file:
```
23
Properties=species:S:1:pos:R:3:forces:R:3
Ni -0.217 1.147 -0.563 -0.9 -0.1 2.3
P 0.362 1.504 -2.768 4.7 -6.2 -2.1
O 0.989 0.882 -4.024 -1.4 4.2 -2.2
O 0.482 0.148 -2.037 -1.5 -8.2 0.8
O -1.016 1.750 -2.271 -3.8 4.3 -1.4
O 1.436 1.634 -1.633 2.6 6.5 0.8
As 1.678 -1.765 0.769 1.3 2.1 -1.2
F 2.386 -1.307 -0.853 -0.2 -1.2 2.5
F 2.660 -3.261 0.899 -1.0 1.1 -0.1
F 0.885 -2.083 2.393 0.8 0.2 -2.0
F 0.834 -0.126 0.648 0.5 -1.9 1.3
F 0.406 -2.525 -0.117 0.1 -0.2 0.9
F 2.961 -0.851 1.600 -0.7 -0.9 -0.3
C -0.024 2.452 3.243 0.2 -0.6 1.2
Cl 1.383 1.407 3.656 -0.2 0.5 -0.1
Cl -0.551 2.200 1.578 -0.2 0.4 -1.0
H -0.834 2.098 3.881 0.1 0.3 0.1
H 0.215 3.504 3.396 0.1 -0.2 0.0
C -2.910 -1.298 -1.641 -0.3 0.3 -0.8
Cl -2.148 -0.448 -0.339 -0.5 0.3 1.1
Cl -2.283 -2.926 -1.743 0.0 -0.7 -0.2
H -3.989 -1.355 -1.495 0.2 0.1 0.2
H -2.706 -0.782 -2.580 0.2 0.0 0.2
```
Positions in Å, forces in eV/Å.

Values from the calculation:
gap between HOMO and LUMO (alpha / beta) = 4.96 / 3.63 eV
LUMO level (alpha / beta) = 4.66 / 4.78 eV
HOMO (alpha / beta) = -0.3 / 1.1 eV
multiplicity = 3
molecular weight = 512.44 g/mol
charge = -2
ΔE to the lowest compared entry with this formula, charge and spin = 5.2903 eV
energy = -6905.00888 Eh

Entry 7:
The following is a DFT calculation (ωB97M-V with the def2-TZVPD basis set) of a gas-phase ion, C6H11O (charge +1).

XYZ file:
```
18
Properties=species:S:1:pos:R:3:forces:R:3
C 1.994 -0.152 -0.224 -0.4 0.6 1.0
C 1.175 1.167 0.094 -2.6 -1.0 -4.7
C 1.041 -1.338 0.064 0.5 2.1 -3.1
C -0.202 0.728 0.535 0.9 2.6 1.5
C -1.121 0.088 -0.393 -1.4 1.2 0.3
C -2.614 -0.041 -0.039 4.7 -5.0 -0.8
O -0.234 -0.695 0.435 -1.0 -2.7 2.0
H 2.364 -0.284 -1.230 0.1 0.5 -0.2
H 2.842 -0.118 0.467 -0.1 -0.4 -0.2
H 1.586 1.775 0.779 1.7 1.8 2.5
H 0.882 1.876 -0.789 1.3 -1.4 1.0
H 1.010 -1.989 -0.839 -0.9 0.4 0.8
H 1.168 -1.869 0.915 1.1 -1.8 2.5
H -0.532 1.255 1.500 0.0 -1.5 -1.3
H -0.734 0.027 -1.366 -0.2 0.1 -1.6
H -2.720 0.272 0.912 -0.8 1.1 3.2
H -2.769 -1.157 -0.106 -0.5 1.2 0.1
H -3.138 0.453 -0.716 -2.6 2.2 -2.9
```
Positions in Å, forces in eV/Å.

Values from the calculation:
gap between HOMO and LUMO = 13.36 eV
LUMO level = -2.70 eV
HOMO = -16.1 eV
molecular weight = 99.15 g/mol
charge = +1
ΔE to the lowest compared entry with this formula, charge and spin = 1.5680 eV
energy = -310.08739 Eh

Entry 8:
The following is a DFT calculation (ωB97M-V with the def2-TZVPD basis set) of a molecular structure, C45H48AsFeN5O5PS3Si.

XYZ file:
```
110
Properties=species:S:1:pos:R:3:forces:R:3
Fe -0.155 -1.357 -0.283 0.1 0.3 0.3
C 3.664 0.933 -4.346 0.0 0.1 0.0
Si 3.847 -0.913 -4.181 -0.1 0.0 0.1
C 5.615 -1.373 -4.567 0.1 0.0 0.0
C 2.710 -1.811 -5.348 -0.1 -0.1 -0.1
C 3.507 -1.438 -2.404 0.0 0.0 0.1
C 4.464 -2.092 -1.649 0.0 0.0 0.0
C 4.223 -2.465 -0.324 0.0 0.0 0.0
C 2.999 -2.166 0.219 -0.1 0.2 0.1
N 2.046 -1.528 -0.476 0.0 -0.6 -0.3
C 2.277 -1.194 -1.754 -0.2 0.1 -0.1
S 0.897 -0.439 -2.475 0.1 0.0 -0.1
H 3.990 1.250 -5.340 0.0 0.0 0.0
H 4.284 1.449 -3.609 0.0 0.0 0.0
H 2.631 1.252 -4.205 0.0 0.0 0.0
H 5.869 -1.037 -5.575 0.0 0.0 0.0
H 5.774 -2.453 -4.534 0.0 0.0 0.0
H 6.318 -0.903 -3.876 0.0 0.0 0.0
H 2.927 -1.534 -6.382 0.0 0.0 0.0
H 1.666 -1.579 -5.137 0.0 0.0 0.0
H 2.840 -2.891 -5.250 0.0 0.0 0.0
H 5.429 -2.319 -2.088 0.0 0.0 0.0
H 4.971 -2.974 0.266 0.0 0.0 0.0
H 2.756 -2.400 1.245 0.0 0.0 0.0
O -1.920 -2.727 0.217 0.0 0.0 0.0
S -2.035 -3.302 -1.140 0.3 0.2 0.2
O -2.064 -4.728 -1.251 0.0 0.0 0.0
O -0.990 -2.597 -1.930 0.2 -0.2 0.1
C -3.567 -2.668 -1.740 -0.1 0.0 0.0
C -4.513 -3.537 -2.255 0.0 0.1 0.0
C -5.722 -3.031 -2.712 0.0 -0.1 0.0
C -5.970 -1.669 -2.651 0.0 0.0 0.0
C -5.012 -0.808 -2.135 -0.1 0.0 0.0
C -3.797 -1.295 -1.667 0.0 0.0 0.0
P -2.546 -0.110 -1.014 0.1 0.0 0.0
C -3.424 0.665 0.376 0.0 0.0 0.0
C -4.352 -0.059 1.116 0.0 0.0 0.1
C -4.879 0.467 2.289 0.0 0.0 -0.1
C -4.486 1.720 2.731 0.0 0.0 0.0
C -3.553 2.447 2.002 0.0 0.0 0.0
C -3.021 1.917 0.839 0.0 0.0 0.0
C -2.586 1.102 -2.380 0.0 0.0 0.0
C -1.951 0.705 -3.558 0.0 0.0 0.0
C -1.911 1.551 -4.654 0.0 0.0 0.0
C -2.508 2.804 -4.588 0.0 0.0 0.0
C -3.160 3.197 -3.430 0.0 0.0 0.0
C -3.204 2.347 -2.331 0.0 0.1 0.0
H -4.292 -4.595 -2.289 0.0 0.0 0.0
H -6.469 -3.701 -3.116 0.0 0.0 0.0
H -6.912 -1.272 -3.007 0.0 0.0 0.0
H -5.211 0.256 -2.100 0.0 0.0 0.0
H -4.643 -1.052 0.802 0.0 0.0 0.0
H -5.590 -0.114 2.862 0.0 0.0 0.0
H -4.899 2.128 3.645 0.0 0.0 0.0
H -3.230 3.421 2.348 0.0 0.0 0.0
H -2.271 2.482 0.300 0.0 0.0 0.0
H -1.491 -0.275 -3.619 0.0 0.0 0.0
H -1.411 1.231 -5.559 0.0 0.0 0.0
H -2.470 3.468 -5.442 0.0 0.0 0.0
H -3.641 4.165 -3.378 0.0 0.0 0.0
H -3.728 2.664 -1.438 0.0 0.0 0.0
N 1.973 1.449 7.018 0.0 0.0 0.0
C 1.352 0.709 6.023 0.0 0.0 0.1
C -0.012 0.883 5.760 0.0 0.0 0.0
C -0.623 0.183 4.741 0.1 0.0 0.0
C 0.121 -0.692 3.953 0.0 0.1 0.2
C 1.468 -0.880 4.210 0.0 0.0 0.0
C 2.081 -0.181 5.238 0.0 0.0 -0.1
S -0.699 -1.494 2.627 0.0 0.1 -0.2
O -1.145 -0.416 1.728 -0.1 0.0 0.1
O -1.718 -2.339 3.174 0.1 0.0 0.0
N 0.429 -2.174 1.731 -0.5 -0.6 -0.4
C 0.533 -3.567 1.704 0.2 0.5 0.1
N 0.603 -4.251 2.843 0.0 -0.1 0.0
C 0.732 -5.568 2.710 0.0 0.0 0.0
C 0.827 -6.197 1.481 0.0 -0.1 0.0
C 0.774 -5.381 0.365 -0.1 0.1 0.1
N 0.626 -4.066 0.470 0.0 -0.2 -0.1
H 1.373 1.834 7.727 0.0 0.0 0.0
H 2.832 1.074 7.383 0.0 0.0 0.0
H -0.588 1.575 6.362 0.0 0.0 0.0
H -1.677 0.327 4.540 0.0 0.0 0.0
H 2.036 -1.569 3.599 0.0 0.0 0.0
H 3.138 -0.325 5.433 0.0 0.0 0.0
H 0.770 -6.140 3.631 0.0 0.0 0.0
H 0.931 -7.269 1.397 0.0 0.0 0.0
H 0.827 -5.782 -0.640 0.0 0.0 0.0
C 0.316 2.702 -1.076 0.1 0.1 -0.1
As 0.803 1.258 0.122 -0.2 -0.3 0.1
C 2.726 1.465 0.007 0.1 0.1 0.0
C 0.498 2.038 1.910 0.0 0.1 0.1
C 0.963 3.448 2.088 0.0 -0.1 0.0
C 2.235 3.726 2.585 0.0 0.0 0.0
C 2.670 5.035 2.739 0.0 0.0 0.0
C 1.838 6.092 2.402 0.0 0.0 0.0
C 0.564 5.829 1.915 0.0 0.0 0.0
C 0.134 4.520 1.762 0.0 0.0 0.0
H 0.763 3.626 -0.709 0.0 0.0 -0.1
H -0.759 2.825 -1.177 0.0 0.0 0.0
H 0.723 2.445 -2.052 0.0 0.0 0.0
H 2.966 2.506 0.222 0.1 0.0 0.0
H 3.049 1.210 -1.001 0.0 0.0 0.0
H 3.220 0.811 0.723 0.0 0.0 0.0
H 1.013 1.362 2.594 0.0 0.0 0.0
H -0.567 1.933 2.107 0.0 0.0 0.0
H 2.884 2.904 2.865 0.0 0.0 0.0
H 3.661 5.228 3.131 0.0 0.0 0.0
H 2.176 7.112 2.523 0.0 0.0 0.0
H -0.097 6.647 1.657 0.0 0.0 0.0
H -0.863 4.323 1.383 0.0 0.0 0.0
```
Positions in Å, forces in eV/Å.

Values from the calculation:
gap between HOMO and LUMO (alpha / beta) = 8.25 / 6.61 eV
LUMO level (alpha / beta) = 0.61 / -1.06 eV
HOMO (alpha / beta) = -7.6 / -7.7 eV
multiplicity = 6
molecular weight = 1024.94 g/mol
charge = 0
ΔE to the lowest compared entry with this formula, charge and spin = 0.4049 eV
energy = -7718.56887 Eh